# 1
Formula: H3O2PS4
Source: OMol25
Level of theory: ωB97M-V with the def2-TZVPD basis set

The geometry in ORCA input format:
```
! wB97M-V def2-TZVPD RIJCOSX def2/J DEFGRID3
* xyz 0 3
O -0.8014 1.7176 -1.3350
O 2.3334 0.0201 1.5515
P -0.2810 0.7729 -0.1583
S 1.3396 -0.1114 -1.2333
S 2.2885 -0.9833 0.5018
S -3.2422 -0.1872 1.2753
S -1.9586 -0.7655 -0.2265
H -0.4001 1.4685 -2.2240
H 3.3674 -0.9978 -0.2959
H -2.6456 -0.9340 2.1444
*
```

The value obtained for the gap between HOMO and LUMO (spin up / spin down) is 5.2 / 5.5 eV. The HOMO energy (spin up / spin down) is -0.1998 / -0.3409 hartree.

---

# 2
Formula: H3O3P
Source: OMol25
Level of theory: ωB97M-V with the def2-TZVPD basis set

The geometry in ORCA input format:
```
! wB97M-V def2-TZVPD RIJCOSX def2/J DEFGRID3
* xyz 0 1
O 1.1162 -0.2609 0.4844
P 0.0440 0.0728 -0.7639
O -1.3154 -0.6990 -0.1358
O -0.0232 1.5770 -0.1181
H 1.7305 -1.0674 0.5349
H -1.8878 -1.1118 -0.8018
H 0.3356 1.4893 0.8001
*
```

The value obtained for the gap between HOMO and LUMO is 10.7 eV. Its SMILES is OP(O)O. The HOMO energy is -0.3648 hartree.

---

# 3
Formula: H3O3P
Source: OMol25
Level of theory: ωB97M-V with the def2-TZVPD basis set

The geometry in ORCA input format:
```
! wB97M-V def2-TZVPD RIJCOSX def2/J DEFGRID3
* xyz 0 1
O 1.0382 0.3915 -0.9986
P 0.9729 -1.0612 -0.6428
O 2.0351 -1.1794 0.5081
H 2.4565 -0.3492 0.7853
O -2.4624 0.7658 0.2846
H -2.4034 0.5872 -0.6592
H -1.6370 0.8453 0.7226
*
```

The value obtained for the gap between HOMO and LUMO is 10.7 eV. Its SMILES is O=PO.O. The HOMO energy is -0.4081 hartree.

---

# 4
Formula: H3O3PS
Source: OMol25
Level of theory: ωB97M-V with the def2-TZVPD basis set

The geometry in ORCA input format:
```
! wB97M-V def2-TZVPD RIJCOSX def2/J DEFGRID3
* xyz 0 1
O 1.0498 1.3803 -1.1156
O 1.8523 0.1795 0.9150
O -2.4965 -1.2943 -0.4475
P 1.3142 -0.1129 -0.6282
S -1.5610 -1.0575 0.8841
H 0.4578 1.8639 -0.6253
H 2.2081 -0.5498 1.4721
H -2.8246 -0.4093 -0.4547
*
```

The value obtained for the gap between HOMO and LUMO (spin up / spin down) is 6.1 / 8.7 eV. The HOMO energy (spin up / spin down) is -0.2732 / -0.3289 hartree.

---

# 5
Formula: H3O3PS
Source: OMol25
Level of theory: ωB97M-V with the def2-TZVPD basis set

The geometry in ORCA input format:
```
! wB97M-V def2-TZVPD RIJCOSX def2/J DEFGRID3
* xyz 0 3
O 2.0959 -0.0402 -1.1757
O 1.5157 0.2948 1.1530
O -2.8647 -0.1514 -0.8568
P 1.6031 -0.9104 0.0644
S -2.0239 -0.7349 0.4499
H 2.0451 0.9126 -1.0471
H 1.0539 0.0630 1.9595
H -3.4251 0.5665 -0.5472
*
```

The value obtained for the gap between HOMO and LUMO (spin up / spin down) is 6.7 / 7.5 eV. The HOMO energy (spin up / spin down) is -0.2407 / -0.3385 hartree.

---

# 6
Formula: H3O4PSi
Source: OMol25
Level of theory: ωB97M-V with the def2-TZVPD basis set

The geometry in ORCA input format:
```
! wB97M-V def2-TZVPD RIJCOSX def2/J DEFGRID3
* xyz -2 1
O -3.3293 0.8318 -0.4339
O -2.2286 -0.6728 1.3597
O -1.8222 -1.1896 -1.2095
O -0.3894 2.6655 0.4453
Si -0.2250 1.1786 0.1416
P -2.1079 0.0295 0.0402
H -1.0607 -0.8384 -1.7574
H 0.5724 0.2472 0.8790
H 1.0597 0.9170 -1.8313
*
```

The value obtained for the gap between HOMO and LUMO is 7.4 eV. The HOMO energy is -0.0113 hartree.

---

no.,E_tot (eV)
1,-56769.3819
2,-15481.4437
3,-15480.7332
4,-26313.2903
5,-26313.1755
6,-25405.7563